{"formula": "C52H47AsNO6PPbSe", "method": "the ωB97M-V functional and the def2-TZVPD basis", "largest_force_ev_per_a": 0.8, "e_homo_ha": -0.2909, "total_energy_ha": -7687.416713, "lumo_ha": -0.006, "e_above_lowest_ev": 0.000, "homo_lumo_gap_ev": 7.7, "species": ["Pb", "O", "C", "C", "N", "C", "C", "O", "O", "C", "C", "O", "O", "H", "H", "H", "H", "H", "H", "H", "H", "H", "O", "C", "C", "C", "C", "C", "C", "C", "P", "C", "C", "C", "C", "C", "C", "C", "C", "C", "C", "C", "C", "H", "H", "H", "H", "H", "H", "H", "H", "H", "H", "H", "H", "H", "H", "C", "C", "C", "C", "C", "C", "Se", "C", "C", "C", "H", "H", "H", "H", "H", "H", "H", "H", "H", "H", "H", "C", "C", "C", "C", "C", "C", "As", "C", "C", "C", "C", "C", "C", "C", "C", "C", "C", "C", "C", "H", "H", "H", "H", "H", "H", "H", "H", "H", "H", "H", "H", "H"], "positions_angstrom": [[0.15096, 0.77855, 1.53468], [-2.56100, 1.39213, 1.04444], [-3.08201, 1.50504, 2.36848], [-2.40431, 2.70572, 2.99384], [-0.93459, 2.57714, 3.05373], [-0.25003, 3.82276, 2.68415], [1.26426, 3.63433, 2.44151], [2.00191, 4.56369, 2.71218], [1.61774, 2.50780, 1.91297], [-0.52059, 2.11731, 4.38769], [-0.80631, 0.61396, 4.56567], [-1.43247, 0.22967, 5.53947], [-0.32516, -0.13462, 3.62546], [-3.00920, 0.68272, 0.56854], [-4.16096, 1.68162, 2.34068], [-2.88700, 0.59533, 2.94585], [-2.65821, 3.58121, 2.39431], [-2.81368, 2.84777, 3.99820], [-0.65871, 4.17544, 1.73263], [-0.38157, 4.60560, 3.43535], [0.55944, 2.25112, 4.48447], [-1.02117, 2.68045, 5.17858], [1.19547, -1.19386, -0.98982], [1.44572, -2.01614, -0.16470], [1.02367, -3.44962, -0.20754], [1.99325, -4.42624, -0.41976], [1.62238, -5.75416, -0.51095], [0.28629, -6.10834, -0.38393], [-0.66951, -5.14205, -0.12008], [-0.31944, -3.79753, -0.02194], [-1.49231, -2.46758, 0.49442], [-2.47667, -3.34053, 1.77286], [-3.51682, -4.23467, 1.50784], [-4.18592, -4.85427, 2.55177], [-3.82722, -4.58815, 3.86785], [-2.78579, -3.71521, 4.13744], [-2.11078, -3.09300, 3.09522], [-2.59436, -2.39984, -0.97111], [-3.94614, -2.07210, -0.83772], [-4.75757, -1.96795, -1.95916], [-4.22882, -2.18797, -3.22227], [-2.88041, -2.47882, -3.36570], [-2.06100, -2.56143, -2.24977], [3.03406, -4.13502, -0.50250], [2.37731, -6.51337, -0.66977], [-0.00902, -7.14637, -0.47096], [-1.70192, -5.43387, 0.01183], [-3.81677, -4.43953, 0.48856], [-4.99341, -5.54273, 2.33490], [-4.37255, -5.05397, 4.67891], [-2.50551, -3.49639, 5.15979], [-1.32109, -2.38136, 3.31306], [-4.37437, -1.94082, 0.14903], [-5.80712, -1.72935, -1.84111], [-4.86711, -2.12014, -4.09427], [-2.46048, -2.64829, -4.34957], [-1.00276, -2.76392, -2.36932], [8.24666, 0.11318, 1.68182], [6.77011, -0.16855, 1.59584], [6.14528, -0.36844, 0.37410], [4.79943, -0.70329, 0.26723], [4.21824, -0.88968, -1.10211], [4.06091, -0.83410, 1.44839], [2.26210, -1.59343, 1.59859], [4.64192, -0.57461, 2.69352], [3.88765, -0.63095, 4.00240], [5.99326, -0.25269, 2.73952], [8.68915, 0.16907, 0.68829], [8.74858, -0.67983, 2.23896], [8.43818, 1.05320, 2.20146], [6.72534, -0.26821, -0.53710], [4.96838, -0.68002, -1.86311], [3.37478, -0.21820, -1.25551], [3.86060, -1.90930, -1.25119], [2.81743, -0.77306, 3.87288], [4.03531, 0.30082, 4.54841], [4.27110, -1.44513, 4.61985], [6.44146, -0.07239, 3.71189], [1.76464, 5.99349, -1.90242], [2.34305, 4.89184, -1.28924], [1.64026, 3.69868, -1.20373], [0.35681, 3.60099, -1.73544], [-0.21905, 4.70791, -2.35074], [0.48412, 5.90173, -2.43138], [-0.54292, 1.87042, -1.58211], [-2.27498, 2.27584, -2.37471], [-3.34859, 2.91444, -1.76880], [-4.54010, 3.07726, -2.46332], [-4.66324, 2.58124, -3.75536], [-3.59487, 1.94269, -4.36597], [-2.39040, 1.79583, -3.68558], [-1.15783, 1.20058, -4.23423], [-0.99150, 0.71283, -5.52703], [0.24828, 0.24809, -5.93767], [1.33144, 0.27461, -5.06677], [1.16884, 0.74788, -3.77251], [-0.07189, 1.19866, -3.35309], [2.30793, 6.92844, -1.95893], [3.33396, 4.96299, -0.86029], [2.08310, 2.85296, -0.68930], [-1.21914, 4.64112, -2.76229], [0.02882, 6.76126, -2.90745], [-3.24896, 3.29190, -0.75922], [-5.37238, 3.59122, -1.99902], [-5.59528, 2.70248, -4.29287], [-3.70040, 1.56557, -5.37596], [-1.82344, 0.70759, -6.22118], [0.37523, -0.12779, -6.94501], [2.30140, -0.07665, -5.39572], [2.01062, 0.76934, -3.09121]], "atomic_forces_ev_per_a": [[-0.2026, 0.1682, 0.3346], [0.0391, -0.0936, -0.0924], [0.0224, -0.0159, 0.1512], [-0.0359, -0.0448, -0.1106], [-0.0613, 0.0690, -0.0176], [0.1973, -0.0748, -0.0549], [-0.0562, 0.2083, 0.1068], [-0.0418, -0.1376, -0.0826], [-0.1187, -0.3026, 0.0722], [0.1122, -0.2521, 0.0023], [-0.0698, 0.0664, 0.1622], [0.0805, -0.0071, -0.1289], [0.0437, 0.1091, -0.2211], [0.0116, -0.0196, -0.0205], [0.0047, -0.0183, 0.0305], [-0.0069, -0.0015, -0.0373], [0.0359, 0.0169, 0.0113], [-0.0006, 0.0805, 0.0063], [-0.0668, 0.0273, 0.0328], [-0.0203, 0.0061, 0.0094], [-0.0081, 0.0402, -0.0163], [0.0045, 0.0372, -0.0110], [-0.0669, 0.0483, -0.2328], [0.1121, 0.0938, 0.3488], [-0.2085, -0.2093, -0.0096], [0.0240, 0.1388, 0.0051], [0.0879, -0.0117, -0.0490], [-0.0854, -0.0378, 0.0295], [0.0097, 0.0297, -0.0843], [0.2537, 0.2462, 0.0344], [-0.1006, -0.1143, -0.0104], [0.0297, 0.0015, -0.1684], [0.0213, 0.0256, 0.0995], [-0.0128, 0.0042, -0.0606], [-0.0143, -0.0163, -0.0291], [0.0134, 0.0097, 0.0646], [-0.0403, 0.1300, -0.0434], [-0.0124, 0.0929, 0.1177], [0.0955, -0.0638, -0.0656], [0.0152, 0.0147, 0.0897], [-0.0418, 0.0658, -0.0712], [0.0570, 0.0466, -0.0354], [-0.0272, -0.0723, 0.0772], [-0.0067, -0.0412, 0.0058], [-0.0253, 0.0074, -0.0373], [0.0064, 0.0147, 0.0369], [-0.0276, -0.0216, 0.0468], [-0.0073, 0.0121, -0.0476], [-0.0030, 0.0156, 0.0196], [0.0392, -0.0190, 0.0053], [0.0052, 0.0191, -0.0175], [0.0058, 0.0281, 0.0407], [-0.0211, 0.0314, 0.0221], [0.0083, 0.0049, -0.0100], [0.0146, -0.0145, 0.0060], [-0.0007, 0.0643, 0.0065], [-0.0370, -0.0433, -0.0366], [-0.1260, 0.0118, 0.0211], [0.0460, -0.0077, 0.0092], [0.0135, 0.0265, 0.0120], [-0.0236, 0.0239, 0.1034], [-0.0104, 0.0214, 0.0668], [-0.0819, -0.0651, -0.1393], [0.4941, -0.3568, 0.0250], [-0.0905, 0.0306, 0.0948], [0.1333, -0.0242, -0.1505], [-0.0472, 0.0171, 0.0039], [0.0383, 0.0157, 0.0235], [0.0424, 0.0213, -0.0222], [0.0127, -0.0020, -0.0201], [-0.0184, -0.0182, -0.0007], [-0.0016, -0.0320, 0.0126], [-0.0461, -0.0304, -0.0549], [-0.0233, -0.0387, -0.0540], [-0.0249, 0.0428, 0.1326], [-0.0125, 0.0067, -0.0006], [-0.0777, -0.0159, 0.0166], [0.0104, 0.0147, -0.0244], [0.0115, 0.0129, -0.0030], [0.0286, 0.0260, -0.0165], [-0.0996, -0.0529, 0.0685], [-0.0499, 0.0249, 0.0518], [-0.0287, -0.0018, 0.0105], [-0.0004, -0.0294, -0.0018], [-0.0572, 0.2566, -0.7354], [-0.0892, -0.0224, 0.0561], [0.0718, -0.0177, 0.0395], [0.0015, 0.0089, 0.0137], [0.0113, -0.0017, -0.0152], [-0.0027, -0.0346, -0.0201], [-0.0009, -0.0038, 0.0779], [0.0725, -0.0139, 0.0454], [-0.0367, 0.0095, -0.0098], [-0.0001, -0.0063, 0.0124], [0.0004, -0.0041, 0.0068], [0.0094, -0.0417, 0.1180], [-0.0086, -0.0809, -0.0183], [-0.0058, -0.0154, 0.0025], [-0.0154, -0.0021, 0.0213], [0.0333, 0.0336, 0.0250], [0.0175, 0.0125, -0.0160], [0.0075, -0.0014, 0.0055], [-0.0373, -0.0069, 0.0338], [0.0090, -0.0117, 0.0039], [0.0063, -0.0069, 0.0051], [0.0004, 0.0167, 0.0058], [0.0093, -0.0043, 0.0052], [-0.0036, 0.0079, 0.0046], [-0.0099, 0.0109, -0.0040], [0.0263, -0.0439, -0.0015]], "lowdin_charge": [1.3192, -0.2005, -0.2146, -0.1486, -0.2347, -0.1053, -0.6690, 0.0521, -0.2461, -0.0991, -0.6614, 0.0473, -0.2578, 0.0811, 0.1294, 0.1180, 0.1264, 0.1361, 0.1305, 0.1353, 0.1358, 0.1312, -0.0109, -0.6701, -0.2652, -0.0347, -0.0622, -0.0611, -0.0562, -0.2984, 1.1211, -0.3697, -0.1160, -0.0814, -0.0821, -0.0658, -0.0844, -0.3675, -0.1178, -0.0821, -0.0883, -0.0768, -0.0832, 0.1156, 0.1092, 0.1084, 0.1013, 0.1001, 0.1031, 0.1032, 0.1111, 0.0825, 0.1021, 0.1041, 0.1026, 0.1060, 0.1040, -0.0467, -0.2628, -0.0127, -0.2637, -0.0415, -0.3565, 1.0864, -0.2948, -0.0657, -0.0124, 0.0728, 0.0823, 0.0827, 0.1149, 0.0842, 0.0645, 0.0718, 0.0130, 0.0926, 0.0922, 0.1283, -0.0854, -0.0716, -0.1247, -0.3761, -0.0978, -0.0851, 1.3323, -0.3388, -0.1065, -0.0847, -0.0804, -0.0257, -0.1965, -0.1986, -0.0300, -0.0827, -0.0819, -0.0920, -0.3093, 0.1021, 0.1100, 0.0868, 0.0961, 0.1015, 0.0961, 0.1013, 0.1022, 0.1053, 0.1042, 0.1014, 0.1017, 0.0920]}